{
  "formula": "C6H12O",
  "method": "the ωB97M-V functional and the def2-TZVPD basis",
  "species": ["C", "H", "H", "H", "C", "H", "C", "C", "H", "O", "H", "H", "H", "H", "H", "C", "H", "H", "C"],
  "coordinates": [[2.0257, -0.5112, 1.4648], [-0.8103, -1.8687, -0.6145], [0.8468, 0.4988, -1.7481], [-0.9217, 1.9985, 0.1960], [-0.7683, 1.1760, 0.8945], [-2.7047, 0.0070, -1.0109], [-1.7389, -0.0415, -1.5215], [-0.6762, -0.7980, -0.7498], [-0.2744, 1.5547, 1.7879], [0.6252, -0.7007, 1.4060], [1.5106, -0.9816, -0.9287], [-1.3995, 0.9889, -1.6745], [2.3543, 0.2840, 0.7892], [-1.8802, -0.4744, -2.5160], [2.5370, -1.4322, 1.1676], [0.7012, -0.2568, -0.9816], [2.3343, -0.2561, 2.4831], [-1.7624, 0.8316, 1.2106], [0.0017, -0.0183, 0.3461]],
  "atomic_forces_ev_per_a": [[0.290, -0.005, 0.110], [0.087, 0.137, -0.062], [-0.124, 0.049, 0.169], [0.134, -0.062, -0.010], [0.102, 0.164, -0.070], [0.048, -0.119, -0.049], [-0.105, -0.001, -0.005], [-0.111, -0.075, -0.017], [0.136, 0.097, -0.095], [-0.222, -0.416, -0.030], [-0.101, 0.248, 0.043], [-0.154, -0.180, -0.027], [-0.041, -0.010, 0.172], [-0.050, -0.054, 0.135], [0.041, 0.024, 0.055], [0.144, 0.115, -0.071], [-0.185, -0.067, -0.053], [0.206, 0.040, -0.047], [-0.094, 0.116, -0.148]],
  "lowdin_charge": [-0.106, 0.143, 0.112, 0.077, -0.004, 0.078, -0.075, -0.255, 0.081, -0.128, 0.104, 0.073, 0.092, 0.080, 0.086, -0.053, 0.087, 0.091, -0.483],
  "homo_lumo_gap_ev": 10.3,
  "smiles": "CO[C@@]1(C)C[C@@H]1C"
}